Density functional theory data (wB97M-V/def2-TZVPD) for a molecular structure, C46H52N7O2P2Rb.

Calculated values
- Calculated total energy: -82307.53339 eV
- Relative energy (zero: lowest compared OMol25 entry of this formula, charge and spin): 0.00 kJ/mol
- Orbital gap: 4.4 eV
- HOMO energy: -0.0291 hartree

Structure (ORCA input):
```
! RIJCOSX wB97M-V def2-TZVPD def2/J DEFGRID3
* xyz -2 1
Rb 0.000 -0.761 -0.495
P 2.301 1.553 -0.926
P -1.593 2.536 1.180
O 2.525 -4.931 -0.949
O 2.545 -1.257 4.751
N 2.160 -2.271 1.417
N -3.219 0.767 -0.620
N 1.212 -3.058 -1.249
N 1.447 0.060 3.203
N -1.003 -0.703 -7.244
N -0.183 0.337 -3.273
N -2.352 0.598 0.471
C 2.109 -3.799 -0.625
C 2.485 2.708 3.713
C -0.157 -3.767 -5.162
C -4.054 -2.507 1.564
C 1.262 2.171 4.404
C -1.078 4.249 1.785
C -0.572 -1.104 5.008
C -3.266 2.021 -0.960
C -0.730 -0.337 -5.922
C -1.643 -3.249 -1.715
C 3.519 1.824 0.409
C -2.557 3.040 -0.219
C -3.060 -3.143 2.305
C 1.203 -3.709 -4.897
C -1.046 -3.597 -4.112
C 2.767 -3.170 0.618
C -1.624 -1.236 1.903
C -0.845 1.203 5.909
C -3.406 4.747 -1.751
C -4.096 3.740 -2.483
C 1.684 -3.502 -3.611
C -0.609 -3.398 -2.807
C 4.073 -3.600 0.836
C -1.749 0.031 -5.050
C -1.434 0.339 -3.738
C 2.861 2.786 -2.172
C 0.154 2.002 0.983
C -2.242 2.050 2.814
C 0.803 2.476 -0.325
C -2.668 4.378 -0.652
C -2.610 -0.583 1.127
C 4.148 -2.219 2.761
C -1.847 -2.489 2.456
C 0.577 -0.316 -5.444
C -0.504 2.543 6.013
C 0.791 0.024 -4.123
C 0.862 0.832 4.224
C 4.786 -3.091 1.905
C -0.176 0.341 5.049
C 0.778 -3.376 -2.529
C 2.831 -1.839 2.494
C -4.034 2.437 -2.111
C 0.568 3.009 5.273
C -3.843 -1.271 0.985
C 3.160 -3.345 -3.385
C 2.216 -0.945 3.582
H 3.235 1.926 3.596
H 0.087 2.411 -1.153
H 1.406 -0.614 -6.074
H 4.478 1.410 0.088
H -1.242 -3.505 -0.735
H -4.683 4.019 -3.353
H 3.189 1.262 1.285
H -3.282 2.383 2.837
H 0.251 0.939 1.159
H 3.679 -3.202 -4.336
H 2.988 3.782 -1.741
H -4.563 1.665 -2.658
H 1.795 0.006 -3.708
H -1.683 2.536 3.615
H 0.895 4.039 5.378
H -0.482 4.781 1.042
H -2.783 0.031 -5.373
H -5.015 -2.993 1.423
H 2.125 2.839 -2.976
H -3.221 -4.126 2.730
H 4.481 -4.333 0.156
H -1.941 -1.055 -7.365
H -0.520 -3.935 -6.171
H 3.569 -4.214 -2.867
H -1.306 -1.317 5.788
H -2.155 5.162 -0.114
H 1.064 3.537 -0.237
H -0.626 -0.820 2.028
H -3.456 5.785 -2.055
H -1.018 -1.359 4.049
H -0.331 -1.362 -7.607
H 3.810 2.459 -2.601
H 2.267 3.093 2.715
H 3.353 -2.481 -2.742
H 1.918 -3.808 -5.709
H -2.211 0.563 -3.012
H 2.915 3.527 4.294
H -0.468 4.122 2.682
H -2.220 0.974 2.955
H 5.813 -3.393 2.081
H -4.612 -0.806 0.387
H -1.655 0.804 6.511
H 0.672 2.422 1.845
H -1.047 3.203 6.681
H -1.033 -2.963 2.993
H 3.652 2.875 0.677
H -1.940 4.865 2.048
H 4.611 -1.836 3.658
H -2.116 -3.627 -4.301
H -2.486 -3.913 -1.917
H 0.302 -1.738 5.158
H -2.089 -2.248 -1.646
*
```